This record from the Open Molecules 2025 dataset describes 3 unconnected molecules or ions with the total composition C4H14O4 in a non-equilibrium geometry. The level of theory is the ωB97M-V functional and the def2-TZVPD basis.

Each line ends with the Löwdin spin population.
Positions of all 22 atoms, in Å:
1 O -2.1400 -0.8547 1.0443  0.000
2 O -0.6763 1.7531 -1.1747  0.433
3 O -3.1429 1.5447 0.0341  -0.002
4 O 0.7810 -1.5994 1.2679  0.100
5 C 0.6139 -0.1229 -0.6280  0.195
6 C 0.3186 1.4188 -0.3066  0.124
7 C 1.5405 -0.7136 0.5041  0.073
8 C 2.6778 -1.4113 -0.2052  0.042
9 H -0.3243 -0.6712 -0.6133  -0.001
10 H -1.3448 -0.5660 1.5117  0.000
11 H 0.2706 -2.2129 0.7312  0.001
12 H -3.6712 2.2965 -0.2750  0.000
13 H 0.0022 1.4429 0.7400  0.011
14 H -2.7394 -0.1070 1.1402  0.000
15 H 1.8408 0.0796 1.1798  0.000
16 H 1.1467 2.0800 -0.5660  0.011
17 H 3.4495 -1.9177 0.3644  0.010
18 H 0.9861 -0.1354 -1.6472  0.000
19 H -3.5651 0.8347 -0.4733  0.000
20 H -1.5605 1.6117 -0.7345  0.003
21 H 2.3107 -2.0328 -1.0342  0.001
22 H 3.2261 -0.7171 -0.8598  0.000

Forces on the atoms, in the same order (eV/Å):
O 0.4 0.3 -0.2
O -0.1 -0.4 0.3
O -0.2 0.1 -0.9
O -0.1 0.7 0.6
C 0.0 -0.2 -0.7
C -0.4 0.9 0.2
C -0.4 -0.4 0.0
C 0.8 0.6 -2.4
H -0.2 0.2 0.0
H -0.1 -0.3 0.2
H 0.1 -0.3 -0.2
H 0.1 0.3 0.4
H 0.1 0.2 0.0
H -0.1 -0.1 0.3
H 0.3 -0.1 0.1
H 0.4 -0.5 0.3
H -0.5 -0.2 0.6
H 0.4 -0.2 0.0
H 0.1 -0.3 0.1
H -0.4 0.0 0.0
H -0.3 -0.6 0.7
H 0.0 0.5 0.6

- LUMO level (alpha / beta) (eV) = -3.0140 / -8.8518
- frontier orbital gap (alpha / beta) (eV) = 12.2 / 6.0
- net charge = +1
- expectation value of S² = 0.756
- spin multiplicity = 2

---

This record from the Open Molecules 2025 dataset describes a molecular structure, C4H14O8Sr in a non-equilibrium geometry. The level of theory is the ωB97M-V functional and the def2-TZVPD basis.

Each line ends with the natural charge from an NBO analysis.
Positions of all 27 atoms, in Å:
1 Sr -0.4215 0.1270 -0.3546  1.832
2 O 0.6962 -1.9069 1.0676  -0.792
3 O -2.8003 -0.3310 -1.4983  -0.971
4 O -0.0370 -1.8169 -1.8888  -0.972
5 O -0.9357 -0.7690 2.0656  -0.848
6 O -2.2261 1.5341 0.7377  -0.977
7 O 1.3618 1.8607 0.7428  -0.816
8 O 2.0578 0.5029 -0.8738  -0.820
9 O -0.5154 1.8989 -2.3109  -0.981
10 C -0.2182 -1.8153 1.9192  0.765
11 C 2.2510 1.4413 -0.0549  0.760
12 C 3.5758 2.1448 -0.0631  -0.723
13 C -0.4920 -3.0375 2.7935  -0.727
14 H 0.1348 2.5517 -2.0228  0.506
15 H -0.7112 -3.8939 2.1595  0.216
16 H -3.1616 0.1015 -2.2767  0.486
17 H -0.4909 -1.8367 -2.7356  0.479
18 H 0.4357 -3.2758 3.3216  0.225
19 H 3.4136 3.1623 -0.4274  0.214
20 H -0.6601 2.0778 -3.2429  0.489
21 H 0.5119 -2.6052 -1.8542  0.511
22 H -3.0684 1.8810 0.4368  0.482
23 H -2.1632 1.7338 1.6776  0.510
24 H -1.2768 -2.8486 3.5180  0.212
25 H -3.5475 -0.7496 -1.0602  0.497
26 H 3.9902 2.2140 0.9405  0.227
27 H 4.2971 1.6545 -0.7163  0.215

Forces on the atoms, in the same order (eV/Å):
Sr 1.4 -0.3 1.5
O -0.3 0.0 -0.3
O -0.1 0.0 -0.2
O -0.3 -0.1 -0.5
O 0.0 -0.5 -0.4
O -0.3 0.3 0.0
O -0.2 -0.1 -0.5
O -0.2 0.1 -0.3
O -0.2 0.1 0.0
C -0.3 0.4 0.0
C -0.7 -0.2 0.2
C 0.6 0.2 -0.1
C 0.5 0.4 0.1
H 0.1 -0.1 0.1
H -0.2 0.0 0.0
H 0.0 0.0 0.0
H 0.0 -0.1 -0.1
H -0.1 0.0 0.0
H 0.0 0.0 0.1
H 0.1 0.0 -0.1
H 0.2 0.1 0.3
H 0.0 0.1 0.0
H 0.1 -0.2 0.1
H -0.1 -0.1 0.0
H 0.0 -0.1 0.1
H -0.1 0.0 0.1
H -0.1 0.0 0.0

- LUMO level (eV) = -0.7008
- frontier orbital gap (eV) = 7.7

---

This record from the Open Molecules 2025 dataset describes a molecular structure, C4H15HgN5O15 in a non-equilibrium geometry. The level of theory is the ωB97M-V functional and the def2-TZVPD basis.

Each line ends with the natural charge from an NBO analysis.
Positions of all 40 atoms, in Å:
1 Hg 2.4406 -2.0370 13.6971  1.535
2 O 6.8644 -3.6528 16.5503  -0.522
3 O 0.7229 -3.5746 13.4319  -0.673
4 O 1.4826 0.0290 16.2355  -0.528
5 O 3.9474 -1.8897 11.7661  -0.631
6 O 0.4820 2.1503 11.0150  -0.959
7 O 7.9994 -0.6798 19.3007  -0.970
8 O 1.5976 -4.7947 11.8025  -0.450
9 O 1.2713 1.4654 14.6800  -0.496
10 O 6.3798 -3.4979 18.6511  -0.525
11 O 4.7790 -0.2122 10.6815  -0.499
12 O 2.6670 -0.4732 10.7097  -0.493
13 O 0.6086 -0.5284 14.3088  -0.597
14 O 6.1676 -1.7384 17.3406  -0.628
15 O 6.2956 -0.5109 14.2545  -0.586
16 O -0.3961 -5.2018 12.6474  -0.447
17 N 3.8397 -1.3866 15.2496  -0.941
18 N 3.7833 -0.8639 11.0196  0.709
19 N 1.1272 0.3106 15.0761  0.698
20 N 6.4570 -2.9875 17.5167  0.702
21 N 0.6646 -4.5993 12.5806  0.715
22 C 5.1201 0.2242 13.9505  -0.067
23 C 4.1994 0.0634 15.2167  -0.081
24 C 4.9772 0.5395 16.4735  -0.644
25 C 6.8114 -1.5012 13.3183  -0.241
26 H 1.3701 1.8580 10.7356  0.478
27 H 7.2553 -0.7297 19.9124  0.457
28 H 7.8671 -1.6043 13.4635  0.177
29 H 0.4287 1.6669 11.8268  0.481
30 H 3.3200 0.6359 14.9698  0.224
31 H 6.3952 -2.4435 13.6364  0.174
32 H 5.3485 1.2881 13.7386  0.173
33 H 4.9427 1.6265 16.7315  0.204
34 H 4.7058 -1.9571 15.3410  0.448
35 H 4.6874 -0.1766 13.0182  0.193
36 H 7.5440 -1.1270 18.5725  0.495
37 H 3.1694 -1.5812 16.0006  0.425
38 H 6.0159 0.2444 16.3167  0.259
39 H 4.6740 0.0510 17.3894  0.232
40 H 6.4940 -1.2373 12.3399  0.200

Forces on the atoms, in the same order (eV/Å):
Hg -0.7 -0.9 -1.0
O -0.4 0.2 0.1
O 1.0 0.1 -0.3
O -0.3 -0.9 -0.2
O -0.4 -0.2 0.2
O 0.9 0.1 -0.8
O -0.4 0.0 0.3
O -0.8 -0.2 0.7
O 0.0 0.5 -0.5
O -0.2 0.5 -0.4
O 0.3 -0.5 -0.1
O -1.0 -0.3 0.1
O 0.1 -1.5 -0.7
O 0.3 -1.7 0.5
O 1.0 0.0 -0.3
O 0.6 -0.6 -0.6
N -0.1 -0.3 0.2
N 0.6 1.1 0.1
N 0.1 1.8 1.3
N 0.4 0.4 0.0
N 0.0 1.7 0.5
C 0.1 -0.6 0.2
C 1.2 0.8 -1.4
C 0.1 0.4 -0.1
C -1.4 0.7 1.6
H -0.4 0.2 -0.2
H 0.2 0.2 0.4
H 0.7 0.4 -0.1
H -0.4 -0.4 1.1
H -0.2 0.1 0.5
H -0.3 -0.6 -0.3
H 0.0 -0.3 0.4
H -0.3 -0.6 -0.9
H -0.7 0.5 0.2
H -0.2 0.2 0.7
H 0.1 0.0 -0.7
H 0.8 0.3 0.3
H -0.2 0.2 0.2
H -0.3 -0.3 0.0
H 0.0 0.0 -1.0

- LUMO level (eV) = 4.0042
- frontier orbital gap (eV) = 7.9
- net charge = -2

---

This record from the Open Molecules 2025 dataset describes 2 unconnected molecules or ions with the total composition C4H15N2O in a non-equilibrium geometry. The level of theory is the ωB97M-V functional and the def2-TZVPD basis.

Each line ends with the Löwdin spin population.
Positions of all 22 atoms, in Å:
1 O -0.5109 -3.6323 -1.4701  0.085
2 N 0.9712 -0.0608 -1.7312  0.200
3 N -0.1272 1.1499 0.4189  0.021
4 C 1.9224 0.2879 -0.6764  0.158
5 C -1.1736 0.6200 1.3775  0.012
6 C -2.0740 1.8686 1.7040  0.003
7 C 1.0938 0.5435 0.7505  0.022
8 H -0.6458 0.3517 2.3209  0.000
9 H -1.7347 2.9007 1.7977  0.000
10 H -2.9969 1.8813 1.0225  0.001
11 H 0.8895 -0.5256 1.2097  0.011
12 H 0.0171 0.3855 -1.6480  0.078
13 H 2.3652 1.1945 -0.8619  0.036
14 H 0.2534 -4.0339 -1.4031  0.023
15 H 1.3983 0.1685 -2.6541  0.181
16 H -0.1507 2.1772 0.5091  0.006
17 H 0.8695 -1.1067 -1.7567  0.101
18 H 2.7634 -0.3081 -0.5363  0.043
19 H -1.1981 -4.1641 -1.1086  0.010
20 H -1.6112 -0.2894 0.9967  0.009
21 H 1.8077 1.0908 1.4241  0.002
22 H -2.4584 1.7920 2.7024  0.000

Forces on the atoms, in the same order (eV/Å):
O -5.4 4.2 -1.0
N 0.2 -1.1 -0.4
N -2.0 0.2 1.2
C -2.8 0.9 3.5
C 1.4 3.3 0.8
C -2.7 -1.4 -0.8
C 2.9 -3.0 -1.6
H -0.4 0.1 -0.5
H 1.2 -0.3 -0.9
H 1.3 0.1 0.9
H 0.5 2.2 -0.9
H 0.9 -0.1 0.3
H 0.6 2.5 -1.0
H 6.0 -3.4 0.6
H -0.1 0.2 -0.5
H 0.4 -0.9 -0.1
H -0.3 0.1 0.0
H 0.8 -1.9 -0.1
H -0.6 -0.7 0.4
H -0.7 0.1 -0.3
H -0.8 -0.3 -0.4
H -0.6 -0.7 0.6

- LUMO level (alpha / beta) (eV) = 0.8765 / 0.6770
- frontier orbital gap (alpha / beta) (eV) = 3.9 / 10.3
- expectation value of S² = 0.751
- spin multiplicity = 2

---

This record from the Open Molecules 2025 dataset describes a molecular structure, C4H15N2O in a non-equilibrium geometry. The level of theory is the ωB97M-V functional and the def2-TZVPD basis.

Each line ends with the Löwdin spin population.
Positions of all 22 atoms, in Å:
1 O -2.9838 1.0827 1.4842  0.000
2 N 1.4048 0.4709 0.7028  0.011
3 N -1.8886 -0.9156 -0.6758  0.016
4 C 0.1722 -0.3040 0.5840  0.002
5 C -0.3231 0.8669 -1.5315  0.266
6 C -0.5337 -0.4546 -0.7898  0.019
7 C 2.6736 -0.7818 0.7822  0.005
8 H -0.5333 0.2873 1.1828  0.001
9 H -0.7372 0.9744 -2.5473  0.001
10 H 0.0829 -1.2567 -1.2335  0.001
11 H -1.9617 -1.9171 -0.7523  0.002
12 H 2.3606 -1.2379 1.7222  0.000
13 H -0.6527 1.7863 -0.9748  0.006
14 H 2.5420 -1.6543 0.1351  0.001
15 H 0.8435 0.9333 -1.6124  0.156
16 H -2.3370 -0.5613 0.1711  0.000
17 H -2.9654 1.3236 2.4182  0.000
18 H 2.1789 0.0886 -0.0084  0.019
19 H 0.2669 -1.2918 1.0760  0.000
20 H 1.7678 0.9929 -2.0652  0.494
21 H 3.6866 -0.3938 0.8402  0.001
22 H -3.0634 1.9619 1.0920  0.000

Forces on the atoms, in the same order (eV/Å):
O -0.1 0.7 0.3
N 2.5 -1.9 -0.7
N -0.4 0.3 0.1
C -0.6 0.2 0.8
C -1.0 0.6 0.1
C 1.8 -0.1 0.2
C -0.8 -1.8 3.0
H 0.1 -0.1 0.2
H 0.2 -0.5 0.3
H -0.4 0.3 -0.7
H -0.1 0.0 0.2
H 0.5 0.4 0.3
H 0.4 -0.9 -0.1
H 0.1 0.5 -0.8
H -0.6 0.4 -0.2
H 0.1 -0.3 -0.3
H 0.0 -0.4 0.1
H -2.1 2.5 -1.7
H -0.3 0.2 -0.2
H 0.9 0.0 -0.3
H -0.2 0.2 -0.1
H 0.0 -0.2 -0.4

- LUMO level (alpha / beta) (eV) = 0.7223 / -0.0629
- frontier orbital gap (alpha / beta) (eV) = 8.8 / 8.3
- expectation value of S² = 0.754
- spin multiplicity = 2

---

no.,electronic energy (eV)
1,-12555.2267
2,-21595.8332
3,-46717.0904
4,-9413.9231
5,-9411.7657